(w)
Below is a cluster of 2 separate species, C2H6N2OS in total, with properties calculated with the ωB97M-V functional and the def2-TZVPD basis.

Each line ends with the natural charge from an NBO analysis.
Positions of all 12 atoms, in Å:
C: 1.61 0.98 0.59  -0.68
C: -1.74 -0.34 -0.18  0.43
N: -1.08 0.56 -0.76  -0.78
N: 1.49 -1.45 -0.15  -1.09
O: -1.17 -1.40 0.36  -0.71
S: 2.38 -0.17 -0.26  0.98
H: 0.66 0.81 1.05  0.25
H: 2.08 1.95 0.65  0.23
H: -2.84 -0.37 -0.05  0.13
H: -1.63 1.33 -1.14  0.35
H: 1.89 -2.22 -0.68  0.38
H: -0.18 -1.39 0.19  0.51

Properties
spin multiplicity	1
molecular weight	106.150	Da
Kohn-Sham gap (alpha / beta)	8.9 / 8.9	eV
E_LUMO (alpha / beta)	-0.0015 / -0.0016	Eh

(x)
Below is a cluster of 3 separate species, C2H6N2OS in total, with properties calculated with the ωB97M-V functional and the def2-TZVPD basis.

Each line ends with the natural charge from an NBO analysis.
Positions of all 12 atoms, in Å:
O: 1.80 0.60 -1.32  -0.44
C: 1.87 0.68 -0.17  0.46
S: 2.09 0.84 1.37  -0.03
C: -0.80 -2.11 -0.17  -0.05
N: -0.18 -2.30 0.88  -0.59
H: -1.03 -1.09 -0.51  0.15
H: -1.21 -2.95 -0.54  0.16
H: 0.28 -1.48 1.27  0.33
N: -0.52 1.79 -0.32  -1.08
H: -0.75 1.39 0.58  0.37
H: -1.45 1.97 -0.83  0.37
H: -0.11 2.67 -0.25  0.36

Properties
spin multiplicity	1
molecular weight	106.150	Da
Kohn-Sham gap	10.4	eV
E_LUMO	0.0219	Eh

We find (x) to be the most stable, with the next structure 0.0403 hartree higher.